1.
C4H11N3 | ωB97M-V/def2-TZVPD

Element x y z (Å)
C -1.006497 1.949542 -0.352138
C -0.485159 -0.586110 1.457634
N -0.400349 0.788202 -1.020400
C -0.315773 -0.829689 -0.014145
N -0.977919 -1.767507 -0.589075
H -0.969276 0.464813 -1.801181
H -0.796548 -1.836734 -1.590501
H -1.967698 1.660298 0.075272
H -0.360985 2.272053 0.463273
H -1.158760 2.766060 -1.057943
H -0.346314 -1.528716 1.985205
H 0.262040 0.119025 1.823814
H -1.500708 -0.239176 1.671116
C 1.620616 -0.949996 -0.257407
N 2.425939 -0.374550 0.553731
H 3.385638 -0.739265 0.487809
H 1.934808 -1.841463 -0.840862
H 0.656944 0.673214 -0.994202

Cartesian forces (eV/Å) of the 3 atoms listed first:
C 0.4 -0.2 -0.2
C -0.1 0.7 -0.1
N 0.8 0.1 1.4

Output
- LUMO level (eV) = 0.88
- largest force on an atom (eV/Å) = 3.3
- orbital gap (Ha) = 0.311
- total charge = 0
- DFT total energy (eV) = -8792.716
- relative energy (zero: lowest compared OMol25 entry of this formula, charge and spin) (kJ/mol) = 473.09

Atom charges from the Löwdin analysis, given in e for atoms 1 to 8: atom 1 (C): -0.1016, atom 2 (C): -0.0852, atom 3 (N): -0.0186, atom 4 (C): -0.4894, atom 5 (N): 0.0257, atom 6 (H): 0.1165, atom 7 (H): 0.0224, atom 8 (H): 0.0827



2.
C36H36N11O4S2Sn | ωB97M-V/def2-TZVPD

Element x y z (Å)
Sn 1.113846 1.696200 0.436811
C -3.949669 4.024246 -0.841181
N -3.056442 3.092178 -0.207482
C -1.858894 2.684235 -0.622678
N -1.451113 1.673642 0.120892
C -2.467594 1.488114 0.989629
N -3.451486 2.328546 0.811804
C -4.956002 3.219723 -1.633128
C -6.316059 3.454996 -1.506429
C -7.228890 2.647691 -2.168440
C -6.793556 1.582121 -2.933156
C -5.425394 1.335097 -3.058695
C -4.513090 2.167543 -2.419795
C -4.969512 0.189270 -3.812743
N -5.706334 -0.624820 -4.510512
N -4.903540 -1.563262 -5.012447
C -3.694126 -1.302297 -4.608127
O -3.664492 -0.187870 -3.834833
C -2.512746 -2.083812 -4.898021
C -2.644405 -3.238964 -5.667567
C -1.530503 -4.013153 -5.934252
C -0.288818 -3.635056 -5.453444
C -0.145443 -2.475527 -4.698821
C 1.248494 -2.106806 -4.231650
N 1.289201 -0.884618 -3.482050
C 0.929409 -0.676230 -2.214595
N 1.069950 0.602494 -1.919605
C 1.522296 1.146010 -3.073400
N 1.658743 0.270882 -4.030881
C -1.260375 -1.707009 -4.412791
H -3.366712 4.694268 -1.479763
H -4.456306 4.608583 -0.070390
H -1.319616 3.105001 -1.447846
H -2.463182 0.727767 1.740713
H -6.659221 4.265402 -0.880944
H -8.286142 2.839002 -2.061912
H -7.487211 0.920534 -3.425494
H -3.457716 1.966110 -2.530914
H -3.620698 -3.506805 -6.036270
H -1.626477 -4.914980 -6.520429
H 0.582449 -4.237556 -5.665290
H 1.900096 -1.978932 -5.100821
H 1.653044 -2.914791 -3.612271
H 0.559383 -1.427757 -1.549376
H 1.740521 2.187048 -3.190294
H -1.185343 -0.807773 -3.820948
O 4.771657 1.406542 4.929095
C 5.377818 0.724891 3.952221
C 6.668155 0.243733 4.191558
C 7.351322 -0.476922 3.236942
C 6.758404 -0.737548 2.006168
C 5.498439 -0.255201 1.744322
C 4.785632 0.481010 2.698100
C 3.489492 1.036497 2.310669
O 3.105028 0.836753 1.088099
N 2.804607 1.701522 3.204162
N 1.624161 2.219656 2.766954
C 0.892197 2.877095 3.589170
S 1.247008 3.118802 5.286503
C -0.119463 4.303526 5.571958
C -1.271637 3.924503 4.672767
S -0.587623 3.601562 3.009789
H 3.894036 1.707633 4.607472
H 7.112346 0.484131 5.142516
H 8.348861 -0.833341 3.443654
H 7.297790 -1.286552 1.251104
H 5.047563 -0.410593 0.774383
H 0.248970 5.306189 5.354707
H -0.391727 4.236758 6.623565
H -2.011553 4.718407 4.582889
H -1.755866 3.008004 5.008125
O 0.396597 -0.418089 1.228319
C 0.909050 -1.551519 1.319564
C 0.077042 -2.674851 1.881235
C 0.634425 -3.207031 3.209319
C 1.808281 -4.171656 3.046303
C 3.055750 -3.532885 2.442004
C 2.834301 -3.067959 1.002931
N 2.142737 -1.799251 0.920455
H 0.017380 -3.493122 1.160813
H -0.925962 -2.274057 2.036344
H -0.169406 -3.740715 3.719064
H 0.925017 -2.366365 3.842325
H 1.499448 -5.011824 2.419198
H 2.063518 -4.579446 4.025560
H 3.863137 -4.266284 2.446264
H 3.375184 -2.679176 3.042599
H 2.265087 -3.827107 0.455425
H 3.795976 -2.939562 0.505600
H 2.696495 -0.964841 0.729625

Cartesian forces (eV/Å) of the 3 atoms listed first:
Sn 0.6 -0.1 0.5
C -0.6 0.1 -0.3
N 1.0 0.0 0.0

Output
- LUMO level (eV) = -2.25
- largest force on an atom (eV/Å) = 1.7
- orbital gap (Ha) = 0.291
- total charge = +1
- DFT total energy (eV) = -89996.187
- relative energy (zero: lowest compared OMol25 entry of this formula, charge and spin) (kJ/mol) = 79.39

Atom charges from the Löwdin analysis, given in e for atoms 1 to 8: atom 1 (Sn): 1.3834, atom 2 (C): -0.0653, atom 3 (N): -0.1305, atom 4 (C): -0.1892, atom 5 (N): -0.0457, atom 6 (C): -0.2202, atom 7 (N): 0.1411, atom 8 (C): -0.1975



3.
C16H24ILaN2O8P2 | ωB97M-V/def2-TZVPD

Element x y z (Å)
C -0.302063 -1.161411 -4.944128
C -0.203776 -1.005757 -3.441336
H -0.166371 -0.179254 -5.385183
H -1.230726 -1.632777 -5.273274
H 0.442733 -1.886325 -5.298270
O -0.083936 0.033040 -2.812728
I -0.135940 -2.921948 -2.514575
La -0.197926 -0.375594 1.756818
P 2.439071 -0.059492 0.383754
C 3.360972 1.513188 0.654463
C 3.522564 -1.283283 1.186938
H 4.529683 -1.126776 0.780423
H 4.035733 -0.297569 -1.544786
H 3.177944 -2.299251 0.950711
H 2.511943 -1.263894 -1.709946
H 3.046414 1.965149 1.605452
H 3.532989 -1.130965 2.272959
C 2.949273 -0.318690 -1.360496
H 4.455387 1.358671 0.658876
H 2.515355 0.511580 -1.928289
H 3.101612 2.215736 -0.154339
P -2.249320 0.129381 -0.111116
C -3.034621 1.757109 0.147793
C -3.224492 -0.433779 -1.520528
H -2.687388 -1.890087 1.285997
H -4.077502 -0.815050 1.014087
H -2.909341 -0.415990 2.319346
C -3.017912 -0.834373 1.294435
H -2.889158 -1.434748 -1.820872
H -4.285463 -0.437940 -1.231564
H -4.129149 1.663439 0.260501
H -2.816834 2.393382 -0.729621
H -3.064252 0.281288 -2.338006
H -2.627534 2.259081 1.038451
C 0.085467 1.652185 0.456105
O 0.309880 2.697852 0.003771
O -1.352974 2.064159 3.083890
C -1.000601 1.345444 4.045643
O -0.648940 0.088598 3.872622
C -0.868311 1.776544 5.477455
C -1.420381 2.985048 5.913210
C -1.274996 3.379702 7.267163
C -0.558551 2.585731 8.159988
C -0.042363 1.344564 7.737405
C -0.227210 0.933198 6.403418
N 0.743026 0.518648 8.615479
O 0.904522 0.885215 9.801606
O 1.250723 -0.536428 8.181295
N -1.843444 4.637962 7.726879
O -2.458642 5.377836 6.931189
O -1.695154 4.915588 8.938127
H -1.945621 3.616361 5.206317
H -0.410006 2.915859 9.176944
H 0.190607 -0.029758 6.125247

Cartesian forces (eV/Å) of the 3 atoms listed first:
C 0.2 0.0 0.3
C 0.4 2.1 0.0
H 0.0 0.0 -0.2

Output
- LUMO level (eV) = -7.84
- largest force on an atom (eV/Å) = 6.9
- orbital gap (Ha) = 0.267
- total charge = +2
- DFT total energy (eV) = -63859.618

Atom charges from the Löwdin analysis, given in e for atoms 1 to 8: atom 1 (C): -0.1001, atom 2 (C): -0.8594, atom 3 (H): 0.0941, atom 4 (H): 0.0949, atom 5 (H): 0.0854, atom 6 (O): -0.0561, atom 7 (I): 0.8858, atom 8 (La): 1.8080